Here is a 3-piece molecular cluster, C37H67Br2IN2O5 overall in a non-equilibrium geometry from OMol25. Energies are from ωB97M-V/def2-TZVPD.

The geometry in XYZ format:
```
114
Properties=species:S:1:pos:R:3:forces:R:3
C -2.154101 -3.101298 1.792542 0.61 -0.36 -0.28
C -1.619333 -2.001152 0.876942 -0.61 -0.22 0.11
C -2.615939 -0.924850 0.373694 1.17 -0.28 0.57
I -4.136685 -0.633672 1.889792 -0.02 0.03 -0.26
C -1.973412 0.475979 0.025895 -2.23 -1.13 -1.07
C -3.100952 1.276635 -0.709311 0.43 0.64 0.67
C -3.569700 2.662684 -0.227804 -0.49 -0.25 0.27
C -4.676346 2.661556 0.822583 0.13 0.29 -0.63
Br -2.202686 3.903144 0.404182 0.01 0.12 -0.10
O -1.469454 0.945782 1.261250 0.99 1.17 -0.47
C -0.112005 1.010229 1.146937 1.92 1.30 1.47
O 0.650369 1.668426 1.842139 -2.26 -2.14 -1.64
O 0.273666 0.191459 0.109237 0.00 0.84 0.10
C -0.748736 0.367338 -0.920998 1.80 -0.86 1.88
Br -0.171851 2.068460 -1.719923 -0.63 -0.09 -0.38
C -0.641503 -0.865099 -1.825356 -0.22 1.22 -0.80
C 0.155494 -0.743020 -3.127242 0.34 -0.69 0.28
C 1.665072 -1.020963 -2.940729 0.17 0.04 -0.66
C 2.174912 -1.958922 -4.047778 0.30 0.04 0.46
C 2.506947 0.256901 -2.836346 0.08 -0.64 0.21
C 4.033644 0.030131 -2.912034 0.60 0.39 0.67
C 4.692464 0.591070 -1.661180 0.08 -0.57 0.20
C 4.491259 0.060950 -0.441196 0.47 0.00 -0.47
C 4.471614 0.892398 0.819720 0.39 -0.09 -0.43
C 4.230765 -1.412375 -0.255380 -1.30 0.70 -0.13
H -3.096046 -3.516509 1.456770 -0.33 0.10 0.08
H -2.184440 -2.813493 2.833748 -0.35 0.19 0.17
H -1.439188 -3.921917 1.737054 0.11 -0.12 0.04
H -1.283353 -2.527034 -0.006866 0.25 0.04 -0.20
H -0.752691 -1.571690 1.359460 0.13 0.27 0.01
H -3.108525 -1.336307 -0.495683 -0.45 0.13 -0.09
H -3.991407 0.658543 -0.721670 -0.24 -0.05 0.12
H -2.812837 1.373814 -1.750490 0.27 0.02 -0.13
H -4.011250 3.144504 -1.090541 0.23 0.15 -0.31
H -5.426220 1.927561 0.544042 -0.08 -0.28 0.16
H -4.298753 2.502154 1.820779 -0.09 -0.11 0.24
H -5.162005 3.628460 0.755322 -0.03 0.24 0.38
H -1.652212 -1.192318 -2.048569 -0.15 -0.13 -0.07
H -0.132832 -1.605979 -1.233076 -0.11 -0.28 0.24
H -0.201003 -1.550021 -3.760712 -0.28 -0.07 -0.12
H -0.031982 0.172822 -3.676744 -0.03 0.23 0.06
H 1.817987 -1.569787 -2.013356 -0.20 -0.07 0.26
H 3.016421 -2.529271 -3.665842 0.23 -0.07 -0.06
H 1.428952 -2.698205 -4.315920 -0.21 -0.02 -0.26
H 2.535383 -1.416621 -4.917167 -0.20 0.04 -0.29
H 2.170236 0.972248 -3.582966 0.02 0.12 -0.15
H 2.319478 0.671031 -1.854838 -0.23 0.37 0.05
H 4.288896 -1.021430 -2.973597 -0.04 -0.21 -0.40
H 4.428857 0.573165 -3.763826 0.19 -0.27 -0.31
H 5.355501 1.437361 -1.787460 -0.69 0.80 0.21
H 5.451897 1.264661 1.109970 0.14 -0.07 0.22
H 4.019934 0.307732 1.612562 0.15 -0.03 0.34
H 3.829202 1.748688 0.656230 -0.09 0.22 0.06
H 4.827306 -1.771850 0.574567 0.22 -0.17 0.07
H 3.180806 -1.568740 0.011752 -0.09 -0.20 0.18
H 4.419560 -1.978370 -1.155899 0.25 -0.26 -0.06
C -9.565627 5.630516 2.330701 -0.01 0.21 0.00
C -8.503457 4.802953 3.097273 -1.38 0.19 -0.87
C -8.913289 4.647574 4.564153 0.27 0.09 0.47
C -8.708390 5.905688 5.405993 0.02 0.02 -0.10
C -7.286424 6.439215 5.243454 -0.23 -0.43 0.24
C -6.902855 6.664184 3.781749 -0.13 1.61 -0.30
N -7.159914 5.442564 2.964020 0.42 -1.07 1.76
O -6.235860 4.568159 3.189809 0.23 0.04 -0.61
C -7.677582 7.874430 3.229392 -0.27 -0.04 -0.09
C -5.433210 7.058690 3.691288 0.33 -0.39 -0.03
C -8.501441 3.423590 2.446650 0.46 -0.25 0.00
H -9.110763 6.226386 1.540145 0.04 0.01 0.02
H -10.291970 4.978569 1.847284 0.03 -0.12 0.09
H -10.134242 6.296396 2.979636 0.07 0.06 -0.01
H -8.332984 3.835703 5.013879 0.09 0.00 -0.10
H -9.959588 4.337637 4.610395 -0.01 -0.02 -0.14
H -9.439815 6.672607 5.136262 0.03 0.01 -0.04
H -8.891217 5.672462 6.456597 -0.02 0.00 0.00
H -7.176558 7.375972 5.793186 0.06 0.07 -0.10
H -6.589291 5.728624 5.698379 0.05 -0.04 -0.12
H -7.478045 8.009976 2.165666 0.01 -0.03 -0.01
H -7.357683 8.780168 3.744059 0.12 -0.05 0.05
H -8.753926 7.811508 3.367913 0.02 -0.06 -0.04
H -4.777390 6.319008 4.146058 -0.05 -0.08 -0.08
H -5.276385 8.000283 4.216489 -0.13 0.05 0.00
H -5.126788 7.194645 2.653146 -0.01 -0.03 -0.01
H -8.183503 3.479704 1.403941 0.01 0.03 0.00
H -9.509906 3.012421 2.473350 -0.07 0.11 0.02
H -7.851150 2.722191 2.966487 0.10 0.09 -0.04
C 7.790988 -5.233400 -4.275728 -0.01 -0.21 -0.02
C 7.604071 -4.485083 -2.931945 0.42 -0.10 -1.62
C 8.900889 -4.527132 -2.119677 0.10 -0.14 0.53
C 9.181861 -5.877062 -1.462063 -0.08 -0.01 -0.07
C 7.969655 -6.352064 -0.663453 0.37 0.38 0.06
C 6.687704 -6.379998 -1.494477 -0.25 -1.54 -0.44
N 6.458025 -5.070799 -2.172693 1.00 0.86 1.64
O 6.019852 -4.207878 -1.317070 -0.64 0.01 -0.26
C 6.764659 -7.528046 -2.517196 0.14 0.05 -0.24
C 5.503612 -6.725344 -0.599089 -0.23 0.40 0.24
C 7.309864 -3.034007 -3.300065 -0.32 0.25 0.35
H 6.866664 -5.713150 -4.595820 -0.01 -0.01 0.04
H 8.071294 -4.542440 -5.069453 0.05 0.11 0.10
H 8.574996 -5.989546 -4.235056 -0.07 -0.05 0.04
H 8.856498 -3.765566 -1.334750 -0.14 0.01 -0.01
H 9.735321 -4.250198 -2.767478 -0.08 0.04 -0.11
H 9.462347 -6.620424 -2.213510 -0.05 0.00 -0.01
H 10.041710 -5.783909 -0.796108 0.02 0.00 -0.02
H 8.158891 -7.348395 -0.259076 -0.12 -0.05 -0.04
H 7.832561 -5.688782 0.196371 -0.11 0.05 -0.06
H 5.893343 -7.522126 -3.173340 -0.01 0.03 0.00
H 6.778932 -8.484325 -1.994625 -0.05 0.05 0.12
H 7.657028 -7.508527 -3.137361 -0.03 0.06 -0.01
H 5.400787 -6.034214 0.235268 0.00 0.09 -0.09
H 5.641539 -7.722109 -0.181525 0.09 -0.05 -0.09
H 4.570529 -6.721061 -1.164500 0.01 0.03 -0.02
H 6.373894 -2.949648 -3.855348 -0.01 -0.02 0.00
H 8.113733 -2.653168 -3.928828 0.05 -0.12 -0.05
H 7.248829 -2.388410 -2.425439 -0.11 -0.08 0.03
```
Positions in Å, forces in eV/Å.

Spin multiplicity: 3
Total energy in Eh: -7381.2648
Kohn-Sham gap (spin up / spin down) in eV: 8.06 / 8.04
ΔE to the lowest compared entry with this formula, charge and spin in kJ/mol: 0.0

Löwdin atomic charge list, values in e, 6 entries: -0.176, -0.288, -0.562, 1.052, -0.468, -0.189